This record from the OMol25 dataset describes a 2-piece molecular cluster, C9H18NO overall. The level of theory is ωB97M-V/def2-TZVPD.

Geometry as XYZ:
```
29
Properties=species:S:1:pos:R:3:forces:R:3
C -1.89058 1.45634 0.48312 -0.796 0.815 -0.013
C -0.42873 -0.12628 0.97308 2.884 -1.777 1.124
C -2.67861 0.63876 -0.14377 -0.140 -2.699 -2.628
C -2.38037 0.36429 -1.64804 2.210 3.123 0.942
C -3.53267 -0.36412 0.54334 0.338 -1.871 -1.692
C 1.94776 1.24790 -1.18355 1.779 1.731 0.809
C 3.11069 -0.26897 0.59179 1.668 0.374 1.129
C 1.42751 -1.15756 -1.09948 -0.907 -3.324 0.208
C 1.85794 -0.01111 -0.24608 0.422 0.130 -0.796
N 0.89633 0.24111 0.84653 -3.255 2.880 0.862
O -1.46471 2.38443 0.99299 1.442 1.896 1.111
H -0.97994 -0.02482 1.99312 1.358 0.160 -1.945
H -0.60593 -1.07822 0.40667 -0.339 1.166 0.479
H -1.31682 0.90332 -1.87665 -2.758 -1.122 0.009
H -3.20892 0.76846 -2.25755 0.635 -0.370 0.073
H -2.20622 -0.67531 -1.74553 -0.137 -1.082 -0.436
H -4.56379 -0.34520 0.17788 0.040 0.398 0.228
H -3.47163 -0.22618 1.58609 -0.327 -0.229 1.310
H -3.19850 -1.43271 0.20642 -0.298 1.708 0.909
H 0.92730 1.73149 -1.37290 1.517 -0.832 0.047
H 2.66911 2.05543 -0.67894 -1.819 -1.471 -0.867
H 2.53361 1.00885 -2.13248 -1.217 0.091 1.109
H 2.91812 -1.02418 1.40283 0.050 0.696 -0.838
H 3.46536 0.69111 1.09780 -0.702 -1.089 -0.476
H 4.03393 -0.60442 0.08066 -0.812 0.072 -0.318
H 2.20975 -1.70494 -1.71153 -0.780 1.391 0.493
H 0.99782 -2.03013 -0.51776 0.848 0.755 0.121
H 0.51716 -0.94149 -1.65805 0.399 0.508 -0.739
H 1.25501 1.15420 1.30491 -1.301 -2.026 -0.214
```
Positions in Å, forces in eV/Å.

The total energy is -483.3459 hartree. The LUMO energy (alpha / beta) is -4.7518 / -4.7512 eV. For the frontier orbital gap (alpha / beta), the calculation gives 8.13 / 8.13 eV. The calculation puts the largest force on an atom at 4.43 eV/Å. The value obtained for the HOMO energy (alpha / beta) is -12.9 / -12.9 eV. The calculation puts the energy above the lowest of the compared OMol25 structures with the same formula, charge and spin at 2.0433 eV. The charge is +1.